Formula: C24H21AsBCrN9O9S2
Source: the Open Molecules 2025 dataset
Level of theory: wB97M-V/def2-TZVPD

Properties
HOMO energy (spin up / spin down): -5.51 / -5.51 eV
net charge: -1
multiplicity: 4
strongest force on any atom: 0.00277 Eh/bohr
relative energy (zero: lowest compared OMol25 entry of this formula, charge and spin): 0.0 kcal per mole
electronic energy: -6198.95489 Eh
gap between HOMO and LUMO (spin up / spin down): 7.134 / 6.868 eV

Element x y z (Å)
Cr1 -0.278 1.043 0.108
C1 -1.222 5.217 0.593
C2 -1.316 4.022 -0.116
N1 -0.612 3.070 0.488
N2 -0.057 3.627 1.589
C3 -0.412 4.915 1.670
B1 0.772 2.769 2.572
N3 1.939 2.155 1.776
C4 3.265 2.253 1.930
C5 3.878 1.588 0.883
C6 2.823 1.108 0.109
N4 1.666 1.455 0.659
N5 -0.151 1.624 3.048
C7 -0.632 1.315 4.258
C8 -1.555 0.294 4.118
C9 -1.583 0.034 2.748
N6 -0.731 0.838 2.120
H1 -1.672 6.163 0.350
H2 -1.859 3.816 -1.022
H3 -0.063 5.523 2.487
H4 1.166 3.424 3.494
H5 3.680 2.786 2.768
H6 4.932 1.469 0.707
H7 2.833 0.541 -0.808
H8 -0.290 1.845 5.131
H9 -2.122 -0.191 4.892
H10 -2.169 -0.675 2.185
O1 -0.196 0.976 -4.418
As1 -0.398 2.082 -3.067
O2 0.378 3.481 -3.376
O3 0.139 1.200 -1.734
C10 -2.310 2.409 -3.038
C11 -2.652 3.550 -3.754
C12 -3.974 3.972 -3.825
C13 -4.961 3.262 -3.164
C14 -4.629 2.129 -2.432
C15 -3.313 1.701 -2.368
S1 -2.983 0.226 -1.424
O4 -4.247 -0.272 -0.963
O5 -2.192 0.743 -0.246
O6 -2.197 -0.621 -2.283
H11 0.507 1.346 -4.967
H12 -1.862 4.114 -4.234
H13 -4.226 4.858 -4.392
H14 -5.992 3.588 -3.212
H15 -5.381 1.557 -1.906
O7 3.834 -6.036 3.344
S2 3.535 -7.243 2.600
O8 4.688 -8.029 2.215
O9 2.404 -8.006 3.101
C16 2.867 -6.638 1.016
N7 2.824 -7.501 -0.005
C17 2.269 -7.066 -1.122
C18 1.747 -5.788 -1.263
C19 1.844 -4.971 -0.150
N8 2.402 -5.395 0.980
C20 1.324 -3.573 -0.120
C21 0.793 -2.940 -1.235
C22 0.309 -1.649 -1.132
N9 0.328 -0.971 0.020
C23 0.870 -1.570 1.098
C24 1.368 -2.851 1.072
H16 2.233 -7.769 -1.949
H17 1.290 -5.472 -2.189
H18 0.742 -3.430 -2.196
H19 -0.114 -1.135 -1.979
H20 0.902 -0.989 2.008
H21 1.799 -3.308 1.952

Forces on atoms 1 to 6 (eV/Å):
-0.04 0.05 0.03
0.03 0.01 0.03
-0.03 -0.03 -0.05
-0.03 0.08 0.04
0.02 -0.07 -0.02
-0.02 0.05 0.00